Molecular formula: C30H84Br2F6N7O13S2
Method: DFT, ωB97M-V/def2-TZVPD

Positions of all 144 atoms, in Å:
C  0.624  7.888  -2.760
C  0.405  7.700  -1.222
C  0.771  6.358  -0.513
O  0.119  6.435  0.778
C  0.688  5.514  1.623
N  1.008  8.924  -0.482
H  0.862  9.819  -0.925
H  0.631  9.074  0.443
H  2.018  8.899  -0.473
H  0.591  8.934  -3.065
H  0.006  7.201  -3.339
H  1.657  7.623  -2.985
H  -0.662  7.915  -1.165
H  1.837  6.261  -0.303
H  0.421  5.404  -0.906
H  0.704  4.513  1.191
H  0.171  5.411  2.577
H  1.697  5.777  1.941
C  -1.505  -1.576  -4.787
C  -1.805  -2.926  -5.378
C  -2.849  -2.981  -6.463
O  -3.200  -4.357  -6.680
C  -3.717  -4.587  -7.932
N  -0.567  -3.619  -5.831
H  -0.237  -3.408  -6.762
H  0.219  -3.394  -5.238
H  -0.670  -4.624  -5.814
H  -0.749  -1.076  -5.393
H  -1.179  -1.530  -3.748
H  -2.433  -1.007  -4.720
H  -2.123  -3.572  -4.559
H  -2.319  -2.496  -7.283
H  -3.713  -2.398  -6.144
H  -2.855  -4.406  -8.575
H  -4.642  -4.034  -8.090
H  -3.808  -5.671  -8.000
C  0.107  -0.214  3.770
C  0.730  0.219  2.364
C  0.505  -0.976  1.319
O  -0.719  -0.875  0.656
C  -0.857  -1.636  -0.542
N  0.212  1.542  1.783
H  0.242  2.283  2.468
H  0.723  1.761  0.939
H  -0.741  1.283  1.567
H  -0.922  -0.555  3.656
H  0.057  0.559  4.537
H  0.527  -1.111  4.227
H  1.780  0.487  2.478
H  0.645  -1.898  1.883
H  1.294  -0.939  0.569
H  -0.237  -2.530  -0.610
H  -0.604  -1.105  -1.459
H  -1.841  -2.032  -0.793
C  2.545  0.093  6.314
C  3.418  0.668  7.419
C  4.821  0.015  7.540
O  5.834  0.851  8.091
C  6.770  0.044  8.801
N  3.530  2.184  7.102
H  4.251  2.430  6.439
H  2.753  2.448  6.514
H  3.597  2.833  7.874
H  2.266  -0.958  6.396
H  2.990  0.222  5.328
H  1.602  0.627  6.433
H  2.821  0.774  8.324
H  5.123  -0.267  6.531
H  4.741  -0.941  8.058
H  6.783  -0.965  8.387
H  6.562  -0.130  9.856
H  7.730  0.550  8.700
C  5.388  -3.294  -0.974
C  5.490  -1.800  -1.222
C  6.107  -1.445  -2.696
O  6.088  -0.004  -2.929
C  6.480  0.255  -4.249
N  4.095  -1.177  -1.110
H  3.403  -1.622  -1.695
H  3.813  -1.228  -0.142
H  4.137  -0.227  -1.450
H  6.352  -3.794  -1.060
H  4.727  -3.744  -1.715
H  5.018  -3.560  0.016
H  6.121  -1.448  -0.406
H  5.649  -1.992  -3.520
H  7.086  -1.925  -2.715
H  5.856  -0.305  -4.945
H  7.493  -0.074  -4.479
H  6.291  1.321  -4.376
C  -5.770  -5.860  -2.539
C  -4.291  -5.542  -2.894
C  -3.310  -5.547  -1.639
O  -2.073  -5.043  -2.175
C  -0.849  -5.435  -1.483
N  -3.777  -6.599  -3.862
H  -2.818  -6.408  -4.119
H  -3.749  -7.518  -3.445
H  -4.244  -6.500  -4.753
H  -5.825  -6.802  -1.994
H  -6.376  -5.833  -3.445
H  -6.167  -5.048  -1.929
H  -4.313  -4.631  -3.493
H  -3.174  -6.570  -1.287
H  -3.634  -4.971  -0.773
H  0.024  -4.896  -1.849
H  -0.550  -6.481  -1.558
H  -1.023  -5.228  -0.427
C  -3.405  0.580  -1.516
C  -3.832  1.962  -2.045
C  -2.601  2.885  -2.365
O  -2.849  4.019  -3.295
C  -1.718  4.979  -3.265
N  -4.653  1.826  -3.359
H  -4.133  1.449  -4.139
H  -5.206  1.002  -3.173
H  -5.172  2.629  -3.685
H  -4.181  -0.073  -1.117
H  -2.606  0.664  -0.780
H  -2.951  0.017  -2.331
H  -4.644  2.299  -1.401
H  -1.748  2.349  -2.781
H  -2.300  3.323  -1.413
H  -1.200  4.956  -4.223
H  -1.056  5.014  -2.400
H  -2.164  5.968  -3.163
C  -1.984  -1.385  7.665
F  -1.127  -1.072  8.618
F  -3.147  -1.702  8.225
F  -2.111  -0.271  6.779
S  -1.306  -2.948  6.783
O  -0.185  -2.495  5.959
O  -0.897  -3.850  7.870
O  -2.448  -3.411  5.962
C  -3.607  2.514  4.323
F  -4.454  3.507  4.545
F  -2.506  2.548  5.023
F  -4.153  1.294  4.437
S  -3.082  2.587  2.425
O  -4.152  3.109  1.590
O  -1.789  3.316  2.361
O  -2.812  1.132  2.171
Br  2.277  1.886  -1.251
Br  1.793  3.637  4.361

Results
* LUMO: -7.980 eV
* energy: -9097.241883 hartree
* frontier orbital gap: 0.11193 Ha
* total charge: +3
* HOMO energy: -11.03 eV
* relative energy (zero: lowest compared OMol25 entry of this formula, charge and spin): 118.4 kcal/mol


Molecular formula: C30H84N6O9
Method: DFT, ωB97M-V/def2-TZVPD

Positions of all 129 atoms, in Å:
C  -3.389  3.679  -8.425
O  -2.500  3.661  -9.550
C  -2.945  4.491  -10.667
C  -4.329  4.328  -11.177
C  -4.620  2.919  -11.717
N  -4.604  5.129  -12.385
H  -2.919  3.277  -7.528
H  -4.282  3.080  -8.603
H  -3.685  4.710  -8.229
H  -2.695  5.545  -10.543
H  -2.215  4.233  -11.435
H  -5.018  4.600  -10.377
H  -3.920  2.618  -12.497
H  -5.653  2.801  -12.043
H  -4.463  2.311  -10.826
H  -4.196  6.052  -12.344
H  -5.547  5.407  -12.615
C  -3.836  -4.307  0.777
O  -3.905  -5.729  1.078
C  -5.196  -6.348  0.901
C  -5.040  -7.866  1.189
C  -4.114  -8.054  2.442
N  -4.300  -8.552  0.066
H  -2.892  -3.850  1.075
H  -4.624  -3.729  1.260
H  -3.754  -4.060  -0.282
H  -5.876  -5.871  1.607
H  -5.534  -6.153  -0.117
H  -6.006  -8.333  1.379
H  -3.114  -7.632  2.340
H  -4.076  -9.135  2.576
H  -4.654  -7.654  3.300
H  -4.315  -9.547  0.242
H  -3.401  -8.103  0.169
C  3.120  0.665  -6.701
O  3.369  1.973  -7.250
C  2.430  2.982  -6.746
C  2.911  4.306  -7.393
C  2.337  5.585  -6.841
N  2.545  4.350  -8.806
H  3.359  0.647  -5.638
H  3.669  -0.058  -7.304
H  2.112  0.251  -6.709
H  1.436  2.707  -7.100
H  2.478  2.975  -5.657
H  3.972  4.500  -7.236
H  2.945  6.415  -7.201
H  2.526  5.682  -5.772
H  1.268  5.700  -7.022
H  1.558  4.151  -8.885
H  2.986  3.577  -9.283
C  1.534  -5.075  4.956
O  2.550  -5.087  5.903
C  2.427  -6.222  6.767
C  3.678  -6.780  7.358
C  3.596  -8.252  7.612
N  4.108  -6.083  8.473
H  0.550  -5.347  5.339
H  1.683  -5.584  4.004
H  1.384  -4.007  4.802
H  1.611  -5.924  7.426
H  1.924  -7.083  6.326
H  4.393  -6.590  6.558
H  4.470  -8.614  8.153
H  3.511  -8.818  6.684
H  2.650  -8.488  8.100
H  4.130  -5.079  8.366
H  5.044  -6.421  8.644
C  3.957  1.978  5.707
O  3.983  0.941  6.687
C  5.378  0.691  6.994
C  5.444  -0.385  8.048
C  6.888  -0.868  8.297
N  4.537  -1.427  7.813
H  2.914  2.216  5.500
H  4.361  1.452  4.842
H  4.581  2.849  5.907
H  5.845  0.408  6.051
H  5.819  1.612  7.375
H  5.145  0.050  9.001
H  7.294  -1.246  7.359
H  6.919  -1.658  9.048
H  7.486  0.024  8.483
H  3.612  -1.145  7.524
H  4.834  -1.827  6.935
C  -4.465  4.933  7.224
O  -4.477  4.155  6.063
C  -3.176  3.575  5.717
C  -3.083  2.958  4.342
C  -2.974  3.955  3.209
N  -4.237  2.176  4.101
H  -3.963  4.421  8.045
H  -5.456  4.978  7.677
H  -4.098  5.946  7.060
H  -2.393  4.287  5.979
H  -3.183  2.813  6.496
H  -2.167  2.368  4.329
H  -3.772  4.676  3.033
H  -2.952  3.491  2.223
H  -2.140  4.622  3.430
H  -4.954  2.652  4.631
H  -4.544  2.287  3.145
C  1.134  0.042  0.197
C  0.592  0.073  -1.228
O  0.015  1.329  -1.495
H  0.475  -0.107  1.052
H  1.747  0.929  0.356
H  1.913  -0.720  0.233
H  -0.191  -0.673  -1.364
H  1.340  -0.071  -2.008
H  -0.669  1.197  -2.155
C  -5.018  0.191  -2.287
C  -5.021  -0.753  -3.547
O  -3.853  -0.483  -4.287
H  -5.724  -0.209  -1.559
H  -5.215  1.247  -2.471
H  -3.996  0.215  -1.908
H  -5.790  -0.534  -4.288
H  -5.118  -1.787  -3.218
H  -3.758  -1.251  -4.855
C  7.265  4.099  -0.520
C  5.829  3.614  -0.691
O  5.707  2.706  -1.789
H  7.553  4.731  -1.360
H  7.946  3.250  -0.469
H  7.330  4.627  0.432
H  5.136  4.453  -0.623
H  5.760  2.959  0.178
H  4.997  2.100  -1.567

Results
* LUMO: 0.133 eV
* SMILES: COC[C@H](C)N.COC[C@H](C)N.COC[C@H](C)N.COC[C@H](C)N.COC[C@H](C)N.COC[C@H](C)N.CCO.CCO.CCO
* energy: -2198.778409 hartree
* frontier orbital gap: 0.33201 Ha
* HOMO energy: -8.90 eV
* relative energy (zero: lowest compared OMol25 entry of this formula, charge and spin): 131.3 kcal/mol


Molecular formula: C30H86FeN4O15P
Method: DFT, ωB97M-V/def2-TZVPD

Positions of all 137 atoms, in Å:
Fe  0.654  2.043  -0.572
P  -0.358  0.004  -0.222
O  1.173  0.174  -0.328
O  -1.045  -1.332  -0.128
O  -0.488  0.839  -1.538
O  -0.627  1.293  0.640
C  -5.279  -0.546  -2.292
C  -3.801  -0.796  -2.120
O  -3.614  -1.477  -0.874
H  -5.756  -1.513  -2.469
H  -5.526  0.044  -3.177
H  -5.758  -0.092  -1.425
H  -3.166  0.094  -2.064
H  -3.428  -1.448  -2.919
H  -2.686  -1.297  -0.602
C  -1.220  -4.767  3.374
C  -0.708  -3.942  2.225
O  -1.702  -2.990  1.903
H  -0.484  -5.494  3.720
H  -2.171  -5.271  3.192
H  -1.446  -4.112  4.221
H  -0.465  -4.542  1.345
H  0.196  -3.444  2.599
H  -1.444  -2.447  1.134
C  -0.910  4.209  4.369
C  -1.482  2.901  3.887
O  -1.649  3.057  2.452
H  -0.746  4.206  5.449
H  -1.488  5.067  4.019
H  0.076  4.470  3.969
H  -2.506  2.806  4.246
H  -0.815  2.079  4.148
H  -1.331  2.249  1.999
C  0.007  -1.358  -5.795
C  -0.357  -1.194  -4.324
O  -0.928  0.100  -4.098
H  0.717  -0.604  -6.140
H  -0.865  -1.281  -6.444
H  0.485  -2.331  -5.922
H  0.491  -1.388  -3.660
H  -1.115  -1.918  -4.008
H  -0.798  0.291  -3.146
C  0.448  -0.638  3.274
C  -0.027  -1.009  4.655
O  0.808  -0.437  5.671
H  -0.339  -0.800  2.537
H  1.288  -1.269  2.970
H  0.711  0.419  3.261
H  -0.270  -2.069  4.774
H  -0.997  -0.526  4.812
H  1.696  -0.754  5.463
C  4.860  -1.899  -3.417
C  4.003  -0.734  -3.867
O  3.291  -0.178  -2.757
H  5.622  -1.619  -2.688
H  5.329  -2.327  -4.304
H  4.243  -2.640  -2.904
H  3.275  -1.037  -4.626
H  4.616  0.025  -4.357
H  2.861  -0.938  -2.319
C  -1.909  -5.607  -2.181
C  -2.027  -4.179  -1.698
O  -0.739  -3.663  -1.400
H  -1.413  -5.688  -3.149
H  -2.906  -6.042  -2.253
H  -1.316  -6.158  -1.450
H  -2.599  -4.140  -0.766
H  -2.539  -3.573  -2.451
H  -0.800  -2.762  -1.019
C  -5.765  0.734  1.790
C  -4.334  1.221  1.860
C  -3.417  0.232  2.596
O  -3.695  0.304  3.995
C  -4.148  -0.838  4.671
N  -3.796  1.309  0.497
H  -5.796  -0.288  1.414
H  -6.367  1.410  1.177
H  -6.290  0.852  2.741
H  -4.262  2.167  2.399
H  -2.349  0.412  2.470
H  -3.636  -0.806  2.315
H  -3.402  -1.633  4.539
H  -5.105  -1.193  4.277
H  -4.194  -0.572  5.726
H  -4.069  0.514  -0.067
H  -2.781  1.247  0.493
C  3.133  3.381  -3.904
C  1.929  3.359  -2.950
C  0.636  3.111  -3.636
O  -0.356  3.375  -2.640
C  -1.692  3.362  -3.129
N  2.195  2.285  -1.935
H  4.027  3.516  -3.291
H  3.154  4.157  -4.669
H  3.239  2.412  -4.395
H  1.850  4.346  -2.491
H  0.536  2.074  -3.979
H  0.457  3.738  -4.514
H  -2.264  3.836  -2.327
H  -2.047  2.348  -3.304
H  -1.811  4.028  -3.987
H  3.130  2.512  -1.595
H  2.446  1.400  -2.409
C  0.927  5.944  1.209
C  1.318  4.611  0.568
C  2.071  3.739  1.522
O  2.126  2.431  0.916
C  2.912  1.553  1.733
N  0.106  3.937  0.063
H  0.194  5.778  2.002
H  0.595  6.672  0.471
H  1.773  6.371  1.755
H  1.935  4.929  -0.278
H  1.534  3.611  2.466
H  3.059  4.147  1.745
H  2.706  1.598  2.803
H  3.958  1.881  1.692
H  2.867  0.575  1.265
H  -0.347  4.630  -0.533
H  -0.554  4.045  0.848
C  3.036  -4.339  0.258
C  2.758  -2.847  0.232
C  4.075  -2.058  0.315
O  4.754  -2.310  1.524
C  6.027  -1.691  1.600
N  2.093  -2.431  -1.001
H  2.102  -4.899  0.325
H  3.603  -4.613  1.149
H  3.572  -4.687  -0.626
H  2.161  -2.615  1.121
H  3.937  -0.972  0.194
H  4.732  -2.296  -0.532
H  6.526  -2.041  2.503
H  5.845  -0.620  1.733
H  6.692  -1.891  0.757
H  1.655  -1.524  -0.789
H  1.293  -3.024  -1.179

Results
* LUMO (alpha / beta): -0.243 / -0.864 eV
* energy: -4147.335989 hartree
* spin multiplicity: 6
* frontier orbital gap (alpha / beta): 0.28499 / 0.26222 Ha
* HOMO energy (alpha / beta): -8.00 / -8.00 eV
* relative energy (zero: lowest compared OMol25 entry of this formula, charge and spin): 49.3 kcal/mol